{
  "formula": "C25H27FeN4OP2S2",
  "method": "the ωB97M-V functional and the def2-TZVPD basis",
  "charge": 1,
  "largest_force_ha_per_bohr": 0.0206,
  "orbital_gap_ha": [0.2687, 0.2784],
  "e_homo_ev": [-9.772, -10.036],
  "species": ["Fe", "N", "C", "C", "C", "C", "C", "C", "N", "C", "C", "C", "S", "C", "N", "H", "H", "H", "H", "H", "H", "H", "C", "P", "C", "C", "C", "C", "C", "C", "C", "P", "C", "C", "H", "H", "H", "H", "H", "H", "H", "H", "H", "H", "H", "H", "H", "H", "H", "H", "O", "N", "C", "C", "C", "C", "C", "S", "H", "H", "H", "H"],
  "coordinates": [[-0.0069, 0.0888, -0.1796], [-0.7182, 4.0070, 1.3190], [-0.3020, 4.4864, 0.0861], [-0.2204, 5.7699, -0.4405], [0.3090, 5.8788, -1.7114], [0.7619, 4.7551, -2.4219], [0.6719, 3.4836, -1.8943], [0.0985, 3.3528, -0.6308], [-0.1068, 2.2238, 0.1466], [-0.5638, 2.6590, 1.2931], [-0.7475, 1.7327, 2.4075], [-0.9246, 1.9953, 3.7308], [-0.7693, 0.5456, 4.6204], [-0.4925, -0.3071, 3.1684], [-0.5343, 0.4089, 2.0902], [-1.0670, 4.5519, 2.0880], [-0.5412, 6.6415, 0.1135], [0.3995, 6.8572, -2.1631], [1.2071, 4.8971, -3.3971], [1.0727, 2.6189, -2.4084], [-1.0793, 2.9424, 4.2192], [-0.2758, -1.3615, 3.1750], [-1.5059, 0.9712, -3.2742], [-1.8213, 0.4211, -1.5629], [-3.0886, 1.5999, -0.9772], [-2.7719, -1.1043, -1.8606], [-3.8298, -1.1592, -2.7700], [-4.5318, -2.3342, -2.9545], [-4.1862, -3.4713, -2.2310], [-3.1359, -3.4269, -1.3344], [-2.4156, -2.2459, -1.1459], [-1.0049, -2.1347, 0.0128], [-1.7924, -2.7857, 1.5368], [0.0448, -3.5545, -0.4572], [-2.4305, 1.3154, -3.7391], [-1.1109, 0.1333, -3.8474], [-0.7796, 1.7782, -3.3041], [-3.9909, 1.5475, -1.5872], [-2.6961, 2.6174, -1.0165], [-3.3445, 1.3625, 0.0563], [-4.1091, -0.2805, -3.3383], [-5.3504, -2.3708, -3.6608], [-4.7371, -4.3913, -2.3728], [-2.8730, -4.3216, -0.7837], [-2.2308, -3.7659, 1.3492], [-2.5786, -2.1110, 1.8757], [-1.0620, -2.9060, 2.3341], [-0.5112, -4.4919, -0.4467], [0.8761, -3.6291, 0.2459], [0.4573, -3.3805, -1.4506], [1.7485, 0.1394, 0.7364], [2.7994, -0.3255, 0.0422], [3.9757, -0.3784, 0.7055], [5.1150, -0.7946, 0.0784], [5.0435, -1.1645, -1.2689], [3.8417, -1.1042, -1.9254], [2.6773, -0.6717, -1.2697], [1.1287, -0.5688, -2.0286], [3.9084, -0.0646, 1.7354], [6.0412, -0.8297, 0.6315], [5.9307, -1.4966, -1.7898], [3.7526, -1.3834, -2.9654]],
  "forces_ev_per_angstrom": [[-0.80, -0.06, 0.69], [-0.02, -0.05, -0.05], [-0.03, -0.05, 0.00], [0.02, 0.01, -0.05], [-0.01, 0.01, 0.03], [0.00, -0.02, 0.02], [0.05, -0.01, -0.04], [0.04, 0.12, 0.02], [0.38, -0.05, -0.20], [-0.10, -0.19, 0.14], [0.04, 0.12, -0.14], [0.07, -0.10, -0.10], [-0.01, 0.06, -0.04], [0.01, -0.05, 0.07], [-0.15, 0.39, -0.37], [0.01, 0.00, 0.00], [0.00, 0.00, 0.01], [-0.01, 0.00, 0.00], [0.00, 0.00, 0.00], [-0.06, -0.02, -0.01], [-0.01, 0.01, 0.01], [-0.03, 0.03, 0.02], [-0.04, 0.03, -0.01], [-0.05, -0.02, 0.29], [-0.03, -0.03, -0.03], [-0.05, 0.00, 0.07], [0.02, 0.04, 0.05], [-0.03, -0.06, -0.01], [-0.02, 0.01, -0.02], [0.08, 0.01, 0.00], [0.06, 0.03, -0.03], [0.47, -0.02, 0.02], [-0.03, -0.01, 0.00], [-0.03, 0.02, -0.03], [0.00, -0.03, -0.01], [0.03, 0.00, 0.00], [-0.01, 0.05, 0.06], [0.01, 0.01, 0.00], [0.04, -0.01, -0.01], [-0.02, 0.00, 0.00], [0.00, 0.02, 0.00], [0.00, 0.00, 0.00], [0.00, -0.01, 0.00], [0.01, -0.01, 0.00], [-0.04, 0.02, -0.04], [0.02, 0.02, 0.01], [0.02, -0.08, -0.06], [0.00, -0.01, -0.01], [-0.01, 0.03, 0.02], [-0.03, 0.00, 0.02], [0.08, -0.56, -0.28], [-0.27, 0.15, -0.22], [-0.07, -0.03, -0.11], [0.02, -0.03, -0.04], [0.07, 0.00, 0.08], [-0.13, 0.02, 0.01], [0.04, -0.01, 0.38], [0.46, 0.30, -0.11], [0.02, 0.00, 0.00], [0.01, 0.00, -0.01], [0.00, 0.00, -0.01], [0.00, 0.01, 0.00]],
  "lowdin_charge": [-0.02, 0.19, -0.18, -0.01, -0.07, -0.07, -0.02, -0.21, 0.10, -0.25, -0.29, -0.32, 1.09, -0.44, 0.00, 0.17, 0.12, 0.11, 0.11, 0.10, 0.08, 0.07, -0.24, 0.84, -0.22, -0.36, -0.08, -0.06, -0.06, -0.08, -0.36, 0.88, -0.25, -0.25, 0.05, 0.04, 0.02, 0.05, 0.04, 0.05, 0.10, 0.11, 0.11, 0.10, 0.04, 0.05, 0.03, 0.04, 0.05, 0.03, -0.23, -0.17, -0.01, -0.05, -0.06, -0.08, -0.58, 0.73, 0.14, 0.11, 0.12, 0.11]
}